1.
60
Properties=species:S:1:pos:R:3 method="wB97M-V/def2-TZVPD" de_lowest_kcal_mol=59.6 energy_ha=-1919.70600 smiles="Cc1ccc(-c2nnn(CC(=O)N(Cc3cccs3)[C@H](C(=O)NC(C)(C)C)c3ccco3)n2)o1" max_force_ev_per_a=1.5 gap_ev=8.64
C 0.539 7.881 0.079
C 0.025 6.495 0.222
C -0.938 5.811 -0.470
C -1.008 4.527 0.108
C -0.077 4.519 1.116
C 0.295 3.458 2.000
N -0.267 2.250 1.976
N 0.407 1.610 2.904
N 1.321 2.352 3.477
N 1.271 3.512 2.931
C 0.145 0.252 3.272
H -0.463 0.237 4.184
H 1.096 -0.246 3.473
C -0.675 -0.457 2.190
O -1.844 -0.714 2.393
N -0.048 -0.773 1.036
C 1.368 -0.602 0.766
C 1.758 0.783 0.355
C 2.766 1.543 0.863
C 2.899 2.795 0.219
C 1.993 2.963 -0.775
S 0.961 1.601 -0.951
H 1.854 3.808 -1.419
H 3.626 3.534 0.502
H 3.391 1.233 1.683
H 1.621 -1.301 -0.037
H 1.960 -0.894 1.639
C -0.824 -1.551 0.080
C -0.722 -1.058 -1.324
C -1.597 -0.336 -2.082
C -0.999 -0.202 -3.358
C 0.189 -0.857 -3.283
O 0.365 -1.384 -2.062
H 0.970 -1.013 -4.001
H -1.402 0.311 -4.207
H -2.540 0.058 -1.764
H -1.867 -1.466 0.411
C -0.403 -3.040 0.167
O 0.487 -3.414 0.898
N -1.135 -3.821 -0.643
H -1.853 -3.384 -1.198
C -0.975 -5.270 -0.799
C -1.219 -5.951 0.549
H -1.108 -7.027 0.450
H -2.221 -5.732 0.909
H -0.500 -5.589 1.279
C -2.012 -5.728 -1.823
H -1.851 -5.234 -2.779
H -1.934 -6.801 -1.975
H -3.019 -5.504 -1.475
C 0.439 -5.567 -1.302
H 0.618 -5.061 -2.248
H 0.569 -6.636 -1.445
H 1.167 -5.218 -0.576
O 0.549 5.713 1.182
H -1.643 3.711 -0.169
H -1.523 6.182 -1.287
H 1.613 7.870 -0.103
H 0.040 8.376 -0.748
H 0.363 8.446 0.993

=====

2.
49
Properties=species:S:1:pos:R:3 method="wB97M-V/def2-TZVPD" de_lowest_kcal_mol=691.6 energy_ha=-5410.28793 max_force_ev_per_a=17.1 gap_ev=7.37
O -15.730 1.039 9.315
C -16.032 0.355 8.342
O -16.791 -0.703 8.429
C -17.121 -1.130 7.180
C -16.057 -0.636 6.257
C -15.584 0.654 6.906
H -18.120 -0.760 6.949
H -17.390 -2.186 7.194
H -16.515 -0.467 5.283
H -15.251 -1.370 6.261
H -16.033 1.563 6.506
H -14.505 0.808 6.864
O -8.926 1.594 13.743
C -10.024 1.561 13.233
O -10.263 1.639 11.957
C -11.649 1.547 11.628
C -12.211 0.983 12.973
C -11.334 1.651 13.984
H -11.887 0.951 10.747
H -12.000 2.568 11.475
H -12.066 -0.073 13.200
H -13.255 1.137 13.244
H -11.115 1.035 14.856
H -11.602 2.650 14.329
C -13.116 1.329 6.834
Cl -13.385 0.062 8.085
Cl -11.505 1.222 6.012
H -13.827 1.157 6.026
H -13.133 2.297 7.336
C -14.468 4.694 10.476
Cl -14.391 6.364 9.792
Cl -15.884 4.568 11.597
H -14.525 4.021 9.620
H -13.495 4.495 10.925
C -16.342 3.161 8.664
Cl -15.531 4.691 8.347
Cl -16.737 2.962 10.372
H -17.262 3.138 8.081
H -15.739 2.336 8.284
C -10.516 1.010 8.203
Cl -11.632 1.718 9.432
Cl -9.100 0.202 8.997
H -11.108 0.321 7.600
H -10.160 1.790 7.530
C -13.798 1.708 9.897
Cl -13.942 2.827 8.582
Cl -13.673 2.746 11.350
H -14.669 1.063 10.011
H -12.862 1.163 9.771

=====

3.
20
Properties=species:S:1:pos:R:3 method="wB97M-V/def2-TZVPD" de_lowest_kcal_mol=118.9 energy_ha=-419.56735 max_force_ev_per_a=3.9 gap_ev="8.79 / 8.79" total_charge=+1
C 0.025 1.127 0.066
C 0.697 -1.100 0.773
C -1.145 0.697 -0.658
C 0.260 2.481 0.412
C 1.844 -1.988 1.144
C -1.105 0.057 -1.985
N 0.832 0.245 0.559
N -0.555 -1.537 0.797
O -1.604 -0.872 0.301
H -2.108 1.401 -0.438
H 0.099 2.728 1.469
H -0.178 3.185 -0.260
H 1.342 2.650 0.393
H 2.505 -1.159 1.399
H 1.999 -2.289 0.129
H 1.564 -2.838 1.780
H -1.251 0.691 -2.810
H -1.924 -0.698 -2.149
H -0.294 -0.551 -2.354
H -1.002 -2.229 1.431

=====

4.
18
Properties=species:S:1:pos:R:3 method="wB97M-V/def2-TZVPD" de_lowest_kcal_mol=97.1 energy_ha=-289.81702 smiles="C#CC.C=C.C=N" max_force_ev_per_a=1.6 gap_ev=10.28
C 1.859 0.737 -0.739
C 0.817 1.004 2.460
C 0.336 -0.049 1.577
N 1.258 0.454 -1.815
C -0.214 -1.031 1.141
C -1.333 -1.344 -1.596
C -2.425 -0.643 -1.323
H -0.364 -0.855 -1.738
H 0.638 1.191 -2.155
H 1.866 1.722 -0.258
H 2.573 0.014 -0.359
H -0.671 -1.954 0.912
H -1.397 -2.396 -1.840
H 0.597 0.769 3.508
H 0.334 1.956 2.204
H 1.905 1.122 2.352
H -2.375 0.400 -1.051
H -3.404 -1.096 -1.280

=====

5.
16
Properties=species:S:1:pos:R:3 method="wB97M-V/def2-TZVPD" de_lowest_kcal_mol=21.2 energy_ha=-288.35792 smiles=C[C@@H](N)CC[O-] max_force_ev_per_a=3.1 gap_ev=6.41 total_charge=-1
C -1.375 -0.228 0.378
C -0.219 -0.097 -0.651
C 0.957 0.574 0.039
C 1.432 -0.451 1.290
O 1.287 -1.739 0.963
N -0.590 0.567 -1.889
H -2.291 -0.174 -0.206
H -1.400 0.500 1.190
H -1.357 -1.204 0.813
H 0.151 -1.101 -0.801
H 0.832 1.625 0.330
H 1.784 0.569 -0.690
H 0.628 -0.202 2.015
H 2.498 -0.168 1.347
H -1.031 1.467 -1.716
H -1.305 0.062 -2.411

=====

6.
44
Properties=species:S:1:pos:R:3 method="wB97M-V/def2-TZVPD" de_lowest_kcal_mol=0.0 energy_ha=-1045.56670 smiles="CN1CC[N+](C)=C1CC(c1ccc(F)cc1)c1ccc(F)cc1" max_force_ev_per_a=3.6 gap_ev=8.24 total_charge=+1
C 0.512 -1.974 2.671
N -0.793 -1.534 2.243
C -1.874 -2.486 2.224
C -3.012 -1.678 1.637
N -2.356 -0.494 1.145
C -3.196 0.540 0.566
C -1.008 -0.533 1.352
C 0.100 0.380 0.779
H 1.092 -1.156 3.136
H 0.390 -2.797 3.383
H 1.083 -2.370 1.806
H -1.616 -3.344 1.584
H -2.109 -2.875 3.216
H -3.520 -2.226 0.838
H -3.768 -1.474 2.399
H -2.636 1.155 -0.159
H -4.037 0.063 0.042
H -3.653 1.199 1.336
H -0.477 1.303 0.669
H 0.641 0.636 1.729
F -2.712 -1.672 -3.811
C -1.544 -1.236 -3.217
C -0.809 -2.144 -2.471
C 0.298 -1.640 -1.770
C 0.483 -0.273 -1.642
C 1.163 0.224 -0.381
C 2.229 1.348 -0.560
C 3.495 1.205 0.005
C 4.265 2.331 0.344
C 3.868 3.549 -0.178
F 4.546 4.692 0.194
C 2.664 3.721 -0.869
C 1.908 2.595 -1.148
C -0.158 0.589 -2.572
C -1.300 0.141 -3.226
H -1.061 -3.207 -2.472
H 0.844 -2.343 -1.122
H 1.720 -0.619 0.035
H 3.807 0.244 0.451
H 5.168 2.261 0.948
H 2.326 4.695 -1.203
H 0.921 2.734 -1.569
H 0.049 1.647 -2.593
H -1.933 0.826 -3.769

=====

7.
15
Properties=species:S:1:pos:R:3 method="wB97M-V/def2-TZVPD" de_lowest_kcal_mol=107.7 energy_ha=-304.66382 max_force_ev_per_a=5.4 gap_ev=9.75
C -1.219 -0.712 2.202
C -0.647 0.209 -0.393
C -1.401 0.373 1.328
C 1.527 -0.311 -1.314
C 0.864 0.525 -0.293
N -0.430 0.224 2.426
N -1.411 -0.106 -1.327
H -1.785 -1.564 2.469
H -2.175 1.266 1.461
H 1.578 0.157 -2.218
H 1.195 -1.300 -1.356
H 2.520 -0.481 -0.991
H 0.937 1.525 -0.466
H 1.322 0.311 0.711
H -0.875 -0.116 -2.238

=====

8.
19
Properties=species:S:1:pos:R:3 method="wB97M-V/def2-TZVPD" de_lowest_kcal_mol=144.7 energy_ha=-514.28220 max_force_ev_per_a=12.2 gap_ev=10.40
C -2.529 -0.413 0.686
C -0.924 -0.392 0.566
C -0.273 -1.086 -0.518
C 0.552 1.113 -0.386
C 1.969 1.223 0.363
C 1.975 -0.277 -0.023
H -2.755 0.885 -0.312
H -2.897 -0.078 1.589
H -2.605 -1.695 0.702
H -0.608 -0.726 1.724
H 0.090 -1.876 -0.173
H -1.003 -1.250 -1.433
H 0.088 1.784 -1.318
H 2.374 1.779 -0.431
H 1.849 1.380 1.542
N 0.976 -0.221 -0.844
O -2.986 0.161 -0.635
O 2.747 -1.184 0.253
O -0.510 1.066 0.370

=====

Repeat the eighth record exactly.
19
Properties=species:S:1:pos:R:3 method="wB97M-V/def2-TZVPD" de_lowest_kcal_mol=144.7 energy_ha=-514.28220 max_force_ev_per_a=12.2 gap_ev=10.40
C -2.529 -0.413 0.686
C -0.924 -0.392 0.566
C -0.273 -1.086 -0.518
C 0.552 1.113 -0.386
C 1.969 1.223 0.363
C 1.975 -0.277 -0.023
H -2.755 0.885 -0.312
H -2.897 -0.078 1.589
H -2.605 -1.695 0.702
H -0.608 -0.726 1.724
H 0.090 -1.876 -0.173
H -1.003 -1.250 -1.433
H 0.088 1.784 -1.318
H 2.374 1.779 -0.431
H 1.849 1.380 1.542
N 0.976 -0.221 -0.844
O -2.986 0.161 -0.635
O 2.747 -1.184 0.253
O -0.510 1.066 0.370